[1]
Below is a cluster of 2 separate species, C39H52O4 in total, with properties calculated with ωB97M-V/def2-TZVPD.

Geometry as XYZ:
```
95
Properties=species:S:1:pos:R:3:forces:R:3:lowdin_charge:R:1
C 6.968775 -0.776332 2.667936 0.29 -0.26 -0.78 -0.11
C 7.420901 -1.667056 1.424213 -0.96 -0.28 0.70 -0.24
C 6.726997 -3.096622 1.599521 -0.07 0.70 -1.30 -0.21
C 5.434369 -3.079458 0.660730 0.77 -0.62 0.99 -0.22
C 4.598151 -4.425019 0.728254 -0.06 0.72 -1.26 -0.18
C 4.194719 -4.841603 -0.761084 -0.78 -0.69 0.46 -0.21
C 2.770001 -4.291846 -1.194586 0.09 -0.17 1.07 -0.21
C 2.639458 -2.723271 -1.133375 0.71 -0.50 -1.11 -0.21
C 3.603231 -1.949818 -2.124018 -0.55 0.59 0.02 -0.20
C 3.572268 -0.384624 -1.787101 0.78 -0.74 0.75 -0.19
C 5.025659 0.246482 -1.771714 -0.70 0.52 -1.14 -0.21
C 5.011261 1.804543 -1.451010 1.01 -0.93 0.26 -0.20
C 4.839348 2.115544 0.083382 -0.23 0.44 -0.11 -0.20
C 4.406660 3.630471 0.371059 -0.56 -0.71 -1.24 -0.15
C 2.994923 3.796858 -0.312266 -1.07 0.54 0.11 -0.19
C 2.848974 4.462887 -1.622483 -1.76 -1.23 1.58 -0.02
C 1.529418 4.563127 -2.265981 1.11 -1.11 2.48 0.01
C 0.406404 3.977449 -1.552347 0.43 -0.05 0.36 -0.07
C 0.529536 3.341395 -0.219617 1.02 0.51 -1.32 -0.05
C 1.831297 3.242770 0.419934 -0.44 1.17 -2.42 0.04
C -0.804513 2.789503 0.398294 0.46 0.09 -1.23 -0.27
O -1.086692 2.955317 1.561573 0.22 -0.35 -0.56 0.10
C -1.730236 2.064020 -0.640614 -0.92 -0.62 -1.11 -0.01
C -2.456882 0.820348 -0.327719 0.47 1.37 -1.87 -0.12
C -2.400318 0.140115 1.093298 -1.01 -0.37 -0.95 -0.08
C -3.920497 0.026718 1.582465 1.22 0.45 -0.77 -0.35
C -4.453999 1.505056 1.722270 0.54 0.27 -0.24 -0.02
O -3.908742 -0.747955 2.785245 -0.69 0.54 -0.24 -0.12
C -5.190516 -0.865352 3.396991 -0.89 -1.17 0.92 -0.19
C -6.326198 -1.403381 2.473826 -1.90 0.21 -1.53 -0.18
C -6.451600 -2.793025 2.015832 -1.41 1.84 -0.63 -0.03
C -7.556346 -3.151865 1.105687 0.05 1.75 0.28 -0.08
C -8.529866 -2.151061 0.637394 1.75 1.02 1.73 -0.08
C -8.430809 -0.757049 1.121766 1.20 -1.92 0.13 -0.07
C -7.335799 -0.421754 2.017797 -0.24 -1.34 -0.51 -0.04
C -3.242246 0.256148 -1.448330 0.74 1.07 0.46 -0.02
C -3.358513 0.867284 -2.764045 1.05 0.55 1.86 -0.05
C -2.653870 2.119333 -3.051866 -0.14 -1.34 2.04 -0.01
C -1.848322 2.693130 -1.981242 -0.26 -0.85 0.34 -0.06
C -1.019467 4.006606 -2.207081 0.58 -0.99 0.53 -0.29
O -1.415403 4.945668 -2.855326 0.21 -0.66 0.15 0.10
H 6.026889 -1.217986 3.094782 0.97 0.45 -0.23 0.07
H 7.806054 -0.811350 3.416182 -1.07 0.30 -0.45 0.07
H 6.709815 0.270931 2.357033 0.56 -0.83 0.45 0.05
H 7.017434 -1.225776 0.476240 0.45 -0.31 0.76 0.07
H 8.534166 -1.731974 1.307616 -0.99 0.08 0.32 0.10
H 6.424878 -3.279520 2.661119 0.45 0.06 -0.84 0.10
H 7.433499 -3.892921 1.242705 -0.78 0.48 0.44 0.11
H 4.817116 -2.186499 0.950909 0.51 -0.73 -0.38 0.11
H 5.832500 -2.933980 -0.382263 -0.57 -0.05 1.00 0.09
H 5.188276 -5.226720 1.246806 -0.45 0.68 -0.63 0.10
H 3.633707 -4.303162 1.288808 0.91 0.00 -0.27 0.11
H 4.114500 -5.965317 -0.756311 0.14 0.99 -0.32 0.10
H 4.955500 -4.538818 -1.524808 -0.43 -0.31 0.81 0.10
H 2.457903 -4.742134 -2.174949 0.40 0.65 0.69 0.11
H 2.043122 -4.705427 -0.428432 0.63 0.39 -0.84 0.11
H 2.896034 -2.387779 -0.096830 -0.63 -0.23 -0.78 0.09
H 1.591204 -2.456974 -1.447633 0.91 -0.05 0.76 0.12
H 4.664658 -2.311377 -2.100256 -0.99 0.21 0.15 0.09
H 3.228663 -2.109706 -3.169862 0.41 0.09 0.81 0.11
H 3.174363 -0.306968 -0.732847 0.08 0.15 -1.12 0.10
H 2.890765 0.157579 -2.498541 0.70 -0.36 0.78 0.12
H 5.731225 -0.327819 -1.118653 -0.72 0.48 -0.34 0.09
H 5.408861 0.145714 -2.831436 -0.17 0.05 1.06 0.11
H 6.034661 2.190199 -1.743588 -1.20 -0.11 0.06 0.11
H 4.222673 2.243840 -2.111289 0.67 -0.09 0.74 0.10
H 4.027816 1.439602 0.483899 0.99 0.64 -0.12 0.10
H 5.827188 1.933646 0.600427 -1.12 -0.10 -0.44 0.11
H 5.170377 4.317104 -0.097263 -0.87 -0.60 0.45 0.11
H 4.354302 3.852822 1.468586 -0.02 -0.30 -0.99 0.11
H 3.779431 4.847916 -2.095352 -0.96 -0.26 0.30 0.11
H 1.470184 5.049027 -3.262889 -0.36 -0.47 0.94 0.12
H 1.929615 2.741819 1.413748 0.00 0.61 -1.01 0.13
H -1.777177 0.721449 1.815461 -0.65 -0.49 -0.69 0.11
H -1.992766 -0.903804 0.985242 -0.31 0.98 0.11 0.13
H -4.427489 -0.563266 0.761456 0.04 0.74 1.06 0.13
H -5.086582 1.706149 2.619449 0.40 -0.37 -0.81 0.07
H -4.995492 1.822998 0.791773 0.32 -0.38 0.92 0.10
H -3.549144 2.177104 1.798199 -1.02 -0.59 0.08 0.08
H -5.073564 -1.615329 4.235376 0.15 0.76 -0.89 0.13
H -5.531762 0.081832 3.911740 0.38 -0.79 -0.81 0.12
H -5.698129 -3.541669 2.361781 -0.85 0.65 -0.45 0.11
H -7.660184 -4.201068 0.724064 0.21 1.14 0.53 0.09
H -9.352635 -2.395574 -0.071828 0.86 -0.05 0.70 0.09
H -9.176915 0.020738 0.761135 1.19 -1.04 0.67 0.09
H -7.275914 0.642005 2.366831 0.10 -1.19 -0.31 0.10
H -3.791235 -0.692733 -1.215080 0.55 0.98 -0.54 0.11
H -4.010823 0.334342 -3.503173 0.85 0.80 0.63 0.11
H -2.750420 2.554115 -4.071186 0.28 -0.09 1.12 0.11
C -10.123498 2.245207 -1.345242 -0.06 0.26 0.18 -0.16
O -9.650403 2.393453 -0.011765 0.02 -0.04 0.06 -0.14
H -9.762663 1.296311 -1.739465 0.03 0.04 0.10 0.08
H -11.216440 2.247634 -1.354837 0.00 -0.05 -0.20 0.08
H -9.745767 3.060782 -1.966654 -0.07 -0.10 -0.17 0.08
H -9.979893 3.237654 0.315399 0.10 -0.14 0.04 0.08
```
Forces are in eV/Å.

## Properties
**Relative energy (zero: lowest compared OMol25 entry of this formula, charge and spin)**: 366.3 kJ/mol
**Molar mass**: 584.841 g mol⁻¹
**Total energy**: -49471.57284 eV
**HOMO-LUMO gap**: 8.460 eV
**Highest occupied orbital energy**: -8.9 eV

***

[2]
Below is a structure of composition C39H53AsNO7P2RuS2, with properties calculated with ωB97M-V/def2-TZVPD.

Geometry as XYZ:
```
106
Properties=species:S:1:pos:R:3:forces:R:3:lowdin_charge:R:1
Ru 0.015730 -1.010007 -0.564359 0.09 0.19 0.10 1.20
O 1.945481 -4.496066 -0.554358 -0.06 -0.03 -0.02 0.09
C 0.898706 -3.926536 -0.780207 -0.01 0.05 0.03 -0.58
O 0.808849 -2.794070 -1.439254 0.04 -0.03 -0.08 -0.28
C -0.432608 -4.525943 -0.320701 0.11 -0.02 0.04 -0.09
C -1.594022 -4.077943 -1.205193 -0.01 -0.07 -0.05 -0.26
C -2.848004 -4.910536 -0.908149 0.01 0.05 -0.01 -0.08
C -3.327358 -4.280718 0.423275 -0.02 0.04 0.00 -0.09
C -2.212574 -3.270628 0.690281 -0.04 0.00 0.10 -0.25
O -1.921445 -2.791597 -0.642117 -0.07 0.06 -0.05 -0.17
C -0.919400 -4.012601 1.080077 -0.09 -0.07 -0.09 -0.09
C 0.042663 -3.096351 1.816504 0.00 -0.26 0.08 -0.58
O 0.546062 -3.443331 2.864426 0.07 0.10 0.04 0.09
O 0.234296 -1.929574 1.269491 0.13 0.06 0.00 -0.23
H -0.307271 -5.607517 -0.311437 0.00 0.01 0.03 0.16
H -1.344401 -3.961258 -2.254098 0.01 0.00 -0.05 0.14
H -2.610187 -5.969821 -0.818538 0.00 0.00 0.00 0.12
H -3.591073 -4.796794 -1.696683 0.00 0.01 0.00 0.11
H -3.434238 -5.002585 1.231624 0.01 0.01 0.00 0.12
H -4.278231 -3.764141 0.294996 -0.01 -0.01 0.00 0.11
H -2.462068 -2.421664 1.321306 0.00 -0.06 -0.03 0.14
H -1.125766 -4.848270 1.744483 -0.01 -0.02 0.00 0.15
C 3.788028 -1.786775 0.030419 -0.04 0.00 0.03 -0.16
C 3.665287 -1.665963 -1.482655 -0.04 0.00 -0.01 -0.41
As 2.347464 -0.308766 -1.964032 0.03 -0.06 0.26 1.21
C 2.431245 -0.203323 -3.921564 -0.05 -0.01 -0.02 -0.40
C 3.745355 -0.666133 -4.539709 0.04 -0.01 0.02 -0.16
C 3.182835 1.348025 -1.381926 -0.01 0.02 -0.02 -0.46
C 4.505131 1.722201 -2.033470 0.00 -0.01 -0.04 -0.15
H 4.497252 -2.573981 0.288577 0.00 0.01 0.00 0.08
H 2.831346 -2.062639 0.479338 0.03 0.02 0.02 0.05
H 4.128374 -0.859087 0.494474 0.01 0.02 0.00 0.06
H 3.304336 -2.607539 -1.894384 0.01 0.02 -0.04 0.06
H 4.620883 -1.416378 -1.946467 -0.01 0.04 -0.01 0.06
H 2.212897 0.838559 -4.167916 -0.02 0.00 -0.01 0.06
H 1.608558 -0.801601 -4.310702 0.00 0.02 0.00 0.03
H 4.595100 -0.090402 -4.172798 -0.02 -0.02 -0.01 0.05
H 3.711576 -0.555169 -5.625295 0.00 0.01 0.00 0.07
H 3.934462 -1.717242 -4.320517 0.01 0.01 -0.01 0.07
H 3.301844 1.246048 -0.303903 0.01 -0.03 0.04 0.02
H 2.443407 2.138062 -1.514071 -0.02 0.01 0.01 0.03
H 5.240838 0.918664 -1.961273 0.00 0.01 0.01 0.06
H 4.920091 2.597936 -1.531328 0.00 0.01 -0.01 0.07
H 4.378516 1.973459 -3.088513 0.01 -0.01 0.01 0.06
S 2.475743 3.876349 1.029194 -0.05 -0.05 -0.05 0.23
P 1.586640 2.352102 1.869543 0.07 -0.10 0.21 0.11
S 0.322243 1.165117 0.770360 -0.12 0.09 -0.43 0.35
C 2.719323 1.236186 2.752774 0.05 0.12 -0.02 -0.39
C 3.861201 1.780804 3.339513 0.05 0.04 -0.07 -0.10
C 4.720967 0.969958 4.060319 0.02 -0.06 0.02 -0.08
C 4.448849 -0.387429 4.197706 0.03 0.04 0.01 -0.08
C 3.313976 -0.931038 3.618029 -0.06 -0.02 -0.02 -0.07
C 2.446209 -0.119978 2.896123 -0.09 -0.04 0.06 -0.12
C 0.390915 2.895843 3.145411 0.00 -0.02 0.03 -0.39
C 0.002242 2.027145 4.164409 0.01 0.00 -0.03 -0.09
C -0.984808 2.403794 5.062156 -0.02 0.01 0.01 -0.09
C -1.592797 3.649039 4.947309 -0.01 0.01 0.01 -0.10
C -1.201697 4.518966 3.937769 -0.02 0.00 0.00 -0.10
C -0.210307 4.144160 3.039185 0.02 0.01 0.00 -0.11
H 4.078080 2.834099 3.209634 -0.01 -0.01 0.00 0.08
H 5.608823 1.394238 4.511659 0.00 0.00 0.00 0.10
H 5.126863 -1.019449 4.757607 0.00 0.00 0.00 0.10
H 3.086577 -1.985459 3.717620 -0.02 0.01 -0.01 0.11
H 1.554634 -0.553833 2.458427 0.06 -0.01 -0.04 0.05
H 0.465797 1.051505 4.248376 -0.01 0.01 0.02 0.11
H -1.274799 1.728229 5.857105 0.00 0.00 0.00 0.11
H -2.356368 3.946937 5.655666 0.00 0.00 0.00 0.10
H -1.660588 5.497074 3.855496 0.01 -0.01 0.00 0.10
H 0.114691 4.818954 2.256350 -0.01 -0.01 0.00 0.07
C -0.872304 -1.725823 -4.024141 -0.05 -0.04 0.01 -0.25
P -1.297407 -0.457347 -2.767671 0.01 0.10 -0.02 0.89
C -3.122858 -0.476638 -2.734129 0.08 0.04 -0.08 -0.23
C -0.851253 1.124764 -3.558216 -0.03 -0.04 -0.04 -0.38
C -1.039755 1.339874 -4.923973 0.00 -0.03 0.02 -0.10
C -0.665882 2.541712 -5.503119 -0.01 -0.01 -0.01 -0.08
C -0.098696 3.541963 -4.722975 0.02 0.03 0.01 -0.08
C 0.079756 3.342561 -3.362568 0.01 0.03 -0.03 -0.07
C -0.298589 2.139449 -2.782100 0.00 -0.01 0.05 -0.13
H -1.759421 -2.311483 -4.264559 0.00 -0.05 0.02 0.05
H -0.103283 -2.384241 -3.623729 0.01 -0.03 0.02 0.02
H -0.506619 -1.263157 -4.939202 -0.03 -0.02 0.01 0.03
H -3.517931 -0.669663 -3.732381 0.00 0.04 -0.02 0.05
H -3.485102 0.483593 -2.373968 0.02 -0.01 0.04 0.03
H -3.437836 -1.257998 -2.045276 -0.01 -0.05 0.01 0.03
H -1.475466 0.563732 -5.543115 0.00 0.04 -0.01 0.10
H -0.812751 2.698480 -6.564064 0.00 -0.01 0.00 0.10
H 0.201705 4.476783 -5.179007 0.00 0.00 0.00 0.10
H 0.520224 4.115826 -2.744697 -0.01 -0.01 -0.01 0.11
H -0.156020 1.999684 -1.717027 0.01 -0.03 0.03 0.02
O -2.338869 -0.226631 0.304611 -0.10 0.06 -0.13 -0.04
C -2.718989 0.895759 0.570520 -0.08 -0.07 0.26 -0.55
O -2.958598 1.804393 -0.357375 0.06 0.02 -0.08 0.11
C -2.920226 1.385673 1.996743 0.11 0.01 -0.06 -0.24
N -3.663487 2.646855 1.968648 0.00 0.01 0.01 -0.02
C -5.063586 2.283573 2.230967 -0.02 0.01 -0.01 -0.18
C -5.028693 1.089659 3.193008 -0.01 0.00 -0.02 -0.15
C -3.683781 0.395883 2.897429 0.03 0.00 0.03 -0.10
H -1.899242 1.555387 2.346514 -0.01 0.02 0.03 0.10
H -3.238241 2.605485 0.155787 -0.03 -0.01 0.01 0.12
H -3.304198 3.268677 2.682488 0.01 0.02 0.01 0.10
H -5.526127 1.991496 1.283374 0.00 0.00 0.00 0.12
H -5.612808 3.142477 2.613278 -0.01 -0.01 -0.01 0.12
H -5.880320 0.427194 3.041211 0.00 0.00 0.03 0.11
H -5.061742 1.433258 4.227734 0.02 0.02 -0.01 0.11
H -3.800641 -0.569261 2.406104 -0.03 0.02 -0.04 0.10
H -3.121338 0.224736 3.813480 0.00 -0.04 -0.01 0.11
```
Forces are in eV/Å.

## Properties
**Relative energy (zero: lowest compared OMol25 entry of this formula, charge and spin)**: 22.2 kJ/mol
**Molar mass**: 949.927 g mol⁻¹
**Total energy**: -160796.67075 eV
**HOMO-LUMO gap (spin up / spin down)**: 8.053 / 6.580 eV
**Spin multiplicity**: 6
**Highest occupied orbital energy (spin up / spin down)**: -7.7 / -7.9 eV

***

The lowest total energy belongs to which entry? C39H53AsNO7P2RuS2